# 1
# C7H13N2S2

A 2-piece molecular cluster, C7H13N2S2 overall in a non-equilibrium geometry (ωB97M-V/def2-TZVPD, the OMol25 dataset).

Geometry as XYZ:
```
24
Properties=species:S:1:pos:R:3:forces:R:3:mulliken_charge:R:1
C -1.4674 -1.9243 -2.2227 -0.114 -1.711 -0.954 0.612
C 0.5091 0.9730 0.8189 0.740 0.176 1.729 -0.556
C -1.2137 -0.7508 0.6069 -0.446 0.225 0.843 1.178
C -2.5908 -1.0532 0.1777 -0.814 -0.182 2.086 -1.538
C -0.5478 -1.5386 1.6225 2.396 -1.992 0.029 -1.243
C 1.7453 1.3307 -1.2600 2.620 0.851 -2.812 -0.755
C 2.4716 2.2209 0.9527 1.802 -1.372 1.030 -0.947
N -0.5784 0.3091 0.2290 0.868 0.157 -1.143 0.111
N 1.4847 1.5138 0.1446 -1.395 -1.685 0.156 0.185
S -1.5382 -3.4493 -1.9393 0.367 0.372 0.087 -0.183
S -1.5173 -0.4887 -2.7702 0.171 0.939 -0.459 -0.301
H -3.1894 -1.2049 1.1257 0.533 0.670 -0.704 0.379
H -2.6211 -2.0512 -0.1702 -0.027 -0.941 -0.540 0.387
H -3.1106 -0.4129 -0.5086 0.080 0.501 -0.062 0.369
H 0.1408 -2.4152 1.0867 -1.481 2.481 1.420 0.233
H -1.1785 -2.0581 2.3325 -0.445 -0.109 -0.227 0.392
H 0.0712 -0.7947 2.1970 0.074 -0.856 -0.495 0.410
H 1.1096 0.6676 -1.8391 -0.318 -0.089 0.603 0.245
H 1.8686 2.2556 -1.8367 -1.413 0.716 0.503 0.331
H 2.8183 1.1208 -1.6176 -1.012 -1.008 1.774 0.319
H 2.6353 3.1854 0.5042 -0.140 0.658 0.383 0.364
H 2.1946 2.1471 2.0575 0.083 0.625 -1.824 0.325
H 3.4726 1.6760 0.8700 -1.270 0.545 -0.062 0.332
H -0.9685 0.7417 -0.5618 -0.861 1.030 -1.361 0.352
```
Forces are in eV/Å.

Energy relative to the best compared isomer or geometry (same formula, charge and spin) in kcal/mol: 95.0
Molar mass in g/mol: 189.33
E in Eh: -1180.041524
Net charge: +1

# 2
# C24H51ClNO5

A 4-piece molecular cluster, C24H51ClNO5 overall in a non-equilibrium geometry (ωB97M-V/def2-TZVPD, the OMol25 dataset).

Geometry as XYZ:
```
82
Properties=species:S:1:pos:R:3:forces:R:3:mulliken_spin:R:1
C 1.8307 0.0604 2.7137 -0.814 0.587 0.945 0.001
C 0.3726 -0.1559 1.9155 1.250 0.131 3.238 -0.028
C -0.5758 -0.9118 3.0685 1.313 0.000 -0.269 0.032
C -0.1538 1.3279 1.5420 0.533 0.632 0.399 0.027
C -0.6662 1.5957 0.0220 -1.626 1.154 0.682 -0.013
C -2.2685 2.0684 0.1639 0.752 -0.337 -1.269 0.006
C -3.2297 0.9386 0.8488 -1.082 0.685 1.556 -0.001
C -3.9490 1.6785 2.1651 1.798 0.523 -0.297 0.000
Cl -5.5377 0.8780 2.6837 1.216 0.740 -0.561 0.000
C 0.0829 2.9473 -0.5289 1.748 -1.367 -1.771 0.005
C 1.6991 2.4938 -1.1344 -0.241 -1.840 3.230 0.000
C 2.9717 2.7256 0.0122 0.401 -0.270 -2.735 0.000
O 2.3595 1.2646 -0.4509 -1.865 4.434 -4.289 -0.001
C -0.6674 0.3204 -0.9902 -0.384 -0.144 -0.691 0.026
C -0.2310 -1.1166 -0.3603 -0.272 -2.290 -2.226 -0.012
C 0.6225 -1.9041 -1.5674 -1.098 0.510 -0.410 -0.001
C -1.5189 -2.1413 -0.0579 -0.384 -0.413 -0.869 0.020
N 0.6289 -1.1313 0.8395 2.118 1.092 -1.110 0.395
O 1.8920 -1.5137 0.6648 -2.507 0.519 0.428 0.537
H 2.2011 -0.9468 3.1934 -0.568 2.037 -1.282 0.001
H 1.5974 0.7838 3.6310 0.369 -1.438 -1.912 -0.001
H 2.6287 0.6114 2.0601 -1.571 -1.371 1.136 0.006
H -1.5933 -1.2995 2.6472 1.838 0.915 0.998 0.001
H -0.6565 -0.1650 3.9656 -0.235 -1.478 -1.693 0.001
H 0.0857 -1.8328 3.4363 -1.660 1.880 -0.805 -0.005
H -0.9837 1.6219 2.3488 1.599 -0.698 -1.919 -0.004
H 0.7342 2.0999 1.7460 -1.816 -1.888 -0.474 0.000
H -2.6441 2.2533 -0.9436 0.646 -0.223 2.253 -0.001
H -2.2543 3.1061 0.7086 -0.314 -2.043 -0.760 0.001
H -2.6785 0.0049 1.2844 -0.832 1.866 -1.074 -0.001
H -4.1183 0.5644 0.1747 1.961 0.839 1.081 0.000
H -4.1089 2.8230 1.8939 -0.052 -2.545 0.755 0.000
H -3.2133 1.6059 3.1018 -1.736 0.230 -2.080 0.000
H 0.2616 3.7810 0.2711 -0.524 -1.744 -1.574 0.000
H -0.4679 3.3383 -1.5019 1.071 -0.624 2.108 0.000
H 1.9474 2.7487 -2.3406 -0.400 -0.932 3.635 0.000
H 3.5222 3.3285 -0.8626 -0.202 -1.680 0.358 0.000
H 3.9046 2.0723 0.1883 -1.112 1.372 1.303 0.000
H -0.0195 0.4835 -1.9800 -1.175 -0.107 2.385 -0.003
H -1.7786 0.1755 -1.4057 2.400 0.322 0.963 0.000
H 1.5694 -1.3047 -1.9163 -1.721 -1.273 1.047 0.007
H -0.1183 -1.9081 -2.4995 1.450 -0.166 1.946 -0.001
H 0.8339 -3.0108 -1.2510 -0.256 2.372 -0.732 0.004
H -2.5562 -1.5905 -0.1995 2.134 -1.167 0.603 0.001
H -1.5206 -3.0145 -0.8725 0.121 1.964 1.722 -0.004
H -1.4220 -2.6889 0.9790 -0.262 1.358 -2.034 0.000
C -6.0777 3.8583 -1.0022 -0.017 -0.063 -0.388 0.000
C -7.1765 4.4540 -0.1367 0.504 -0.269 0.395 0.000
C -6.6134 5.4451 0.8695 -0.152 0.337 0.083 0.000
O -7.8505 3.4076 0.5576 -0.122 -0.068 0.015 0.000
H -5.3499 3.3127 -0.3910 -0.009 0.127 0.070 0.000
H -6.4960 3.1378 -1.7132 0.017 0.153 0.078 0.000
H -5.5501 4.6369 -1.5619 0.002 -0.095 0.046 0.000
H -7.9151 4.9544 -0.7724 -0.041 -0.202 0.158 0.000
H -5.9047 4.9557 1.5469 0.031 -0.030 -0.143 0.000
H -7.4139 5.8567 1.4936 0.092 -0.042 -0.154 0.000
H -6.1018 6.2713 0.3660 -0.015 -0.064 0.089 0.000
H -7.2023 2.9578 1.1246 -0.237 0.123 -0.194 0.000
C 1.2970 -7.3214 -3.1473 -0.217 -0.297 -0.075 0.000
C 0.9587 -5.8572 -3.3779 0.603 -0.142 0.308 0.000
C 2.1795 -5.0707 -3.8283 0.010 0.278 -0.246 0.000
O 0.4530 -5.2936 -2.1705 -0.175 0.064 0.190 0.000
H 2.0534 -7.4299 -2.3618 0.038 0.103 -0.133 0.000
H 0.4121 -7.8726 -2.8117 0.093 0.099 -0.118 0.000
H 1.6743 -7.7883 -4.0625 -0.010 0.015 0.120 0.000
H 0.1695 -5.7763 -4.1332 -0.026 0.087 0.262 0.000
H 2.9670 -5.0994 -3.0669 -0.061 -0.138 -0.053 0.000
H 1.9239 -4.0162 -3.9786 -0.014 -0.163 -0.023 0.000
H 2.5833 -5.4700 -4.7639 0.003 0.051 0.105 0.000
H 1.1471 -5.3610 -1.4941 -0.257 -0.021 -0.312 0.000
C 7.8894 -0.2209 0.8858 0.344 -0.034 0.204 0.000
C 6.5096 -0.3544 1.5100 0.021 0.137 -0.742 0.000
C 5.5160 -0.9631 0.5333 -0.296 -0.221 0.197 0.000
O 6.0474 0.9319 1.9136 -0.129 0.272 0.138 0.000
H 7.8612 0.4363 0.0094 -0.109 -0.131 -0.008 0.000
H 8.5911 0.2298 1.5959 -0.099 -0.122 -0.055 0.000
H 8.2799 -1.1962 0.5787 -0.018 0.121 -0.008 0.000
H 6.5710 -0.9776 2.4088 -0.087 0.274 0.002 0.000
H 5.4037 -0.3322 -0.3556 0.141 -0.032 0.000 0.000
H 4.5245 -1.0418 0.9919 0.124 -0.050 -0.059 0.005
H 5.8353 -1.9606 0.2156 -0.056 0.104 -0.023 0.000
H 5.9898 1.4921 1.1218 0.115 -0.288 0.339 0.000
```
Forces are in eV/Å.

Molar mass in g/mol: 469.13
E in Eh: -1835.641379
<S²>: 0.7546
Spin multiplicity: 2

# 3
# C4H7NO

C4H7NO in the gas phase in a non-equilibrium geometry (ωB97M-V/def2-TZVPD, the OMol25 dataset).

Geometry as XYZ:
```
13
Properties=species:S:1:pos:R:3:forces:R:3:mulliken_charge:R:1
O 0.5639 -0.0436 2.0137 -0.185 -0.728 -0.300 -0.567
C 0.8321 0.0749 0.6367 0.144 -0.552 -0.809 0.048
C 0.6755 -0.8768 -0.7130 -0.014 -0.233 0.301 -0.480
N -0.1823 0.1544 -1.3299 -0.139 -0.215 -0.289 -0.481
C -1.3186 0.1936 -0.4280 -0.369 0.033 0.032 -0.247
C -0.1052 0.9859 -0.0973 0.073 0.259 0.059 -0.347
H -0.3874 0.0698 2.1598 0.277 -0.147 -0.149 0.348
H 1.8963 0.1665 0.5363 0.444 1.242 0.476 0.341
H 0.2452 -1.8835 -0.7369 -0.111 0.199 0.244 0.281
H 1.6340 -0.9110 -1.2617 -0.283 0.047 0.558 0.303
H -1.5359 -0.7172 0.1353 -0.035 0.239 -0.097 0.206
H -2.1814 0.7125 -0.8235 0.027 0.078 0.074 0.267
H -0.1361 2.0744 -0.0916 0.172 -0.222 -0.099 0.326
```
Forces are in eV/Å.

Energy relative to the best compared isomer or geometry (same formula, charge and spin) in kcal/mol: 78.8
Molar mass in g/mol: 85.11
E in Eh: -286.506016
SMILES: O[C@H]1CN2C[C@@H]12

# 4
# C8H24O4S4

A 4-piece molecular cluster, C8H24O4S4 overall in a non-equilibrium geometry (ωB97M-V/def2-TZVPD, the OMol25 dataset).

Geometry as XYZ:
```
40
Properties=species:S:1:pos:R:3:forces:R:3:mulliken_charge:R:1
C -13.0009 -0.9062 6.9289 1.171 0.714 0.651 0.347
S -11.9478 -1.8097 8.1043 0.227 -0.099 -1.576 0.344
O -12.7048 -2.0241 9.3484 -0.560 -0.174 0.849 -0.595
C -11.8558 -3.3861 7.2033 1.133 0.673 -0.553 -0.798
H -13.9223 -1.3962 6.6713 -0.168 -0.308 -0.243 -0.156
H -12.3432 -0.6639 6.0837 -0.483 -0.431 0.042 -0.572
H -13.1809 0.0335 7.4543 -0.257 0.000 -0.009 0.452
H -11.3390 -4.0436 7.8889 0.525 -0.152 -0.036 0.400
H -11.2911 -3.1976 6.2464 -0.414 -0.243 1.034 0.291
H -12.7781 -3.8677 6.9785 -1.064 0.125 -0.146 0.196
C -15.7010 -2.0817 2.5302 0.662 0.716 0.660 -0.967
S -16.0490 -1.7276 4.3005 0.592 0.685 -0.897 0.664
O -17.1846 -0.7952 4.3915 -0.604 0.683 -0.224 -0.727
C -16.6069 -3.2613 4.9005 2.302 -2.196 -1.550 -0.735
H -16.6013 -2.3254 1.9812 -0.177 -0.295 0.014 0.474
H -14.9383 -2.8828 2.5667 -0.375 0.402 -0.403 0.292
H -15.2875 -1.1214 2.1186 -0.226 -0.970 0.405 0.176
H -15.6234 -3.8589 4.9353 -1.480 0.455 0.094 0.240
H -17.3844 -3.8499 4.4017 0.073 0.537 -0.135 0.389
H -16.8454 -3.0113 5.8784 -0.722 0.007 1.992 0.167
C -11.9634 -0.7052 1.5317 1.411 0.765 -2.150 -0.969
S -12.3332 -0.3919 3.2007 -0.390 -0.333 0.854 0.650
O -12.1546 -1.7091 3.8917 0.158 0.292 0.108 -0.565
C -10.9538 0.6888 3.7250 -1.118 -0.003 -0.512 -0.933
H -11.7719 0.2686 1.0173 -0.425 -0.600 0.296 0.352
H -12.7882 -1.2110 1.0614 -0.643 0.039 -0.015 0.305
H -11.0935 -1.3394 1.2769 -0.097 0.251 0.900 0.330
H -11.1519 1.7426 3.3289 0.579 -1.507 0.699 0.350
H -10.0373 0.1879 3.4267 0.258 0.405 -0.118 0.289
H -11.0894 0.5663 4.8065 0.311 0.658 -0.175 0.286
C -14.8238 -4.1633 9.9216 -1.666 0.724 -0.182 -1.144
S -15.3831 -3.1591 8.4736 0.643 -0.777 0.583 0.813
O -16.7132 -3.6615 8.0182 -0.013 -0.105 0.232 -0.724
C -15.7048 -1.6661 9.3764 -0.640 0.101 -1.342 -1.124
H -15.6302 -4.1673 10.6595 -0.177 0.260 -0.078 0.375
H -13.9652 -3.6847 10.3770 0.445 -0.463 -0.380 0.338
H -14.8128 -5.1735 9.5538 0.868 -0.436 -0.089 0.354
H -14.8882 -1.4206 10.0151 0.214 0.204 0.673 0.372
H -16.7199 -1.7489 9.7225 -0.200 -0.278 1.014 0.465
H -15.8193 -0.9423 8.5864 0.326 0.675 -0.289 0.298
```
Forces are in eV/Å.

Energy relative to the best compared isomer or geometry (same formula, charge and spin) in kcal/mol: 18.7
Molar mass in g/mol: 312.54
E in Eh: -2212.752458

Among the records above, which one has the lowest E?
C8H24O4S4

What is the formula in the first record?
C7H13N2S2